{"formula": "C5H7ClN3", "method": "the ωB97M-V functional and the def2-TZVPD basis", "symbols": ["N", "N", "C", "C", "C", "C", "Cl", "C", "N", "H", "H", "H", "H", "H", "H", "H"], "positions_angstrom": [[0.74, -1.97, 0.82], [0.73, -0.68, 0.23], [1.42, 0.40, 0.67], [1.09, 1.69, 0.20], [-0.26, 2.00, -0.26], [-1.12, 1.02, -0.59], [-2.92, 1.02, -0.42], [-0.46, -0.41, -0.50], [-1.01, -1.30, -1.23], [1.38, -2.05, 1.57], [-0.19, -2.19, 1.06], [2.25, 0.14, 1.23], [1.78, 2.45, 0.50], [-0.64, 3.06, -0.14], [-1.94, -0.90, -1.59], [-0.83, -2.29, -1.55]], "homo_ev": -12.83, "orbital_gap_ev": 8.7, "smiles": "Nn1cccc(Cl)c1=[NH2+]", "charge": 1, "e_tot_ev": -22281.9956, "de_lowest_kj_mol": 104.8}

{"formula": "C30H35N7OS5SiZr", "method": "the ωB97M-V functional and the def2-TZVPD basis", "symbols": ["Zr", "C", "C", "C", "C", "N", "C", "N", "C", "N", "C", "N", "C", "C", "C", "C", "C", "N", "C", "C", "C", "C", "C", "C", "H", "H", "H", "H", "H", "H", "H", "H", "H", "H", "H", "H", "O", "C", "S", "C", "C", "S", "S", "S", "C", "Si", "C", "C", "C", "H", "H", "H", "H", "H", "H", "H", "H", "H", "H", "H", "C", "C", "N", "C", "S", "N", "C", "C", "H", "H", "H", "H", "H", "H", "H", "H", "H", "H", "H", "H"], "positions_angstrom": [[0.20, 0.39, 0.13], [-1.90, 1.62, 3.79], [-2.42, 0.49, 4.40], [-2.04, -0.75, 3.96], [-1.18, -0.87, 2.87], [-0.67, 0.23, 2.28], [-1.02, 1.44, 2.75], [-0.89, -2.15, 2.45], [-0.18, -2.50, 1.45], [0.48, -1.75, 0.47], [1.20, -2.63, -0.33], [2.02, -2.42, -1.29], [2.43, -1.19, -1.76], [3.32, -1.21, -2.84], [3.77, -0.03, -3.39], [3.34, 1.18, -2.83], [2.49, 1.13, -1.76], [2.03, -0.02, -1.24], [0.92, -4.01, 0.11], [1.37, -5.22, -0.38], [0.93, -6.37, 0.26], [0.07, -6.29, 1.36], [-0.37, -5.07, 1.85], [0.08, -3.94, 1.19], [-2.16, 2.62, 4.10], [-3.12, 0.59, 5.23], [-2.41, -1.66, 4.40], [-0.56, 2.29, 2.25], [3.62, -2.17, -3.23], [4.44, -0.04, -4.23], [3.67, 2.13, -3.22], [2.15, 2.04, -1.28], [2.04, -5.26, -1.23], [1.25, -7.34, -0.09], [-0.26, -7.21, 1.84], [-1.03, -4.99, 2.70], [-5.35, 4.25, 1.60], [-4.46, 3.57, 1.16], [-2.92, 4.22, 0.57], [-2.21, 2.68, 0.10], [-2.94, 1.57, 0.33], [-2.45, -0.06, -0.02], [-4.51, 1.80, 1.06], [-0.61, 2.76, -0.64], [1.74, 2.40, 4.30], [2.26, 2.66, 2.51], [4.12, 2.90, 2.52], [1.50, 4.26, 1.90], [1.90, 1.18, 1.43], [2.35, 3.03, 4.95], [1.88, 1.36, 4.62], [0.69, 2.66, 4.49], [4.42, 3.75, 3.15], [4.50, 3.09, 1.51], [4.63, 2.01, 2.90], [1.86, 5.10, 2.50], [0.41, 4.27, 1.94], [1.78, 4.46, 0.86], [2.03, 0.30, 2.09], [2.77, 1.15, 0.77], [-3.96, 2.68, -4.27], [-3.60, 2.06, -2.93], [-2.31, 1.37, -2.97], [-2.01, 0.08, -3.06], [-0.39, -0.40, -2.71], [-2.85, -0.88, -3.44], [-4.27, -0.85, -3.79], [-5.18, -1.12, -2.60], [-4.92, 3.21, -4.19], [-4.05, 1.93, -5.06], [-3.20, 3.40, -4.58], [-4.37, 1.40, -2.56], [-3.49, 2.85, -2.18], [-1.53, 1.90, -2.59], [-2.43, -1.79, -3.37], [-4.42, -1.62, -4.55], [-4.51, 0.10, -4.26], [-4.96, -2.10, -2.17], [-6.22, -1.11, -2.91], [-5.03, -0.39, -1.81]], "homo_ev": -7.06, "orbital_gap_ev": 6.2, "e_tot_ev": -107497.0422, "de_lowest_kj_mol": 0.0}

{"formula": "C6H11N", "method": "the ωB97M-V functional and the def2-TZVPD basis", "symbols": ["C", "C", "N", "C", "C", "C", "C", "H", "H", "H", "H", "H", "H", "H", "H", "H", "H", "H"], "positions_angstrom": [[-1.89, 1.22, 0.58], [-0.50, 0.99, 1.20], [1.90, 0.03, -1.57], [0.90, 0.67, -0.80], [0.38, 0.12, 0.36], [0.47, -1.28, 0.65], [0.46, -2.32, -0.27], [-2.16, 0.41, -0.08], [-1.91, 2.13, -0.03], [-2.67, 1.39, 1.33], [-0.68, 0.56, 2.19], [-0.07, 1.97, 1.42], [2.08, 0.46, -2.47], [1.78, -0.96, -1.76], [0.48, 1.60, -1.17], [0.77, -1.52, 1.66], [0.54, -3.34, 0.07], [0.12, -2.11, -1.29]], "homo_ev": [0.59, -2.20], "orbital_gap_ev": [3.8, 6.4], "spin_multiplicity": 2, "charge": -1, "e_tot_ev": -7888.0394, "de_lowest_kj_mol": 41.1}

{"formula": "C2H10O3Si3", "method": "the ωB97M-V functional and the def2-TZVPD basis", "symbols": ["C", "C", "O", "O", "O", "Si", "Si", "Si", "H", "H", "H", "H", "H", "H", "H", "H", "H", "H"], "positions_angstrom": [[0.92, 2.34, 0.14], [1.39, 1.24, 0.66], [-1.80, -0.27, -1.58], [-2.47, 0.98, 0.61], [-2.47, -1.66, 0.56], [2.15, -1.55, -0.51], [0.54, -0.43, 0.61], [-1.64, -0.34, 0.04], [1.34, 3.24, 0.14], [-0.01, 2.48, -0.34], [2.41, 1.22, 0.97], [-2.10, 0.62, -1.93], [-3.42, 1.24, 0.73], [-2.63, -2.48, -0.06], [2.00, -1.14, -1.84], [1.92, -3.12, -0.75], [3.43, -1.40, -0.05], [0.44, -0.97, 2.60]], "homo_ev": -9.37, "orbital_gap_ev": 9.7, "e_tot_ev": -32011.5411, "de_lowest_kj_mol": 32.6}

> What is the formula in the fourth record?

C2H10O3Si3